(one)
46
Properties=species:S:1:pos:R:3 method="wB97M-V/def2-TZVPD" charge=-2 homo_lumo_gap_ha=0.207 multiplicity=1
Na 1.717 -0.678 -0.334
O 2.153 -2.152 -1.805
C 1.274 -2.770 -2.483
C 1.601 -3.364 -3.743
C 0.675 -4.018 -4.525
C -0.657 -4.139 -4.125
C -1.012 -3.586 -2.902
C -0.108 -2.934 -2.067
C -0.652 -2.424 -0.795
N 0.065 -2.113 0.210
N -0.613 -1.722 1.371
C 0.011 -0.752 2.005
O 0.999 -0.046 1.626
C -0.551 -0.456 3.381
C 0.110 0.457 4.195
C -0.374 0.761 5.461
C -1.526 0.147 5.929
C -2.192 -0.770 5.122
C -1.710 -1.068 3.857
H 2.631 -3.263 -4.067
H 0.990 -4.437 -5.478
H -1.386 -4.649 -4.742
H -2.041 -3.670 -2.561
H -1.744 -2.333 -0.733
H 1.004 0.937 3.822
H 0.147 1.498 6.059
H -1.910 0.384 6.915
H -3.097 -1.250 5.480
H -2.214 -1.776 3.212
O -1.048 4.274 -3.660
C -0.551 3.189 -3.005
C -1.225 2.585 -1.949
C -0.632 1.496 -1.344
N 0.548 1.002 -1.721
C 1.154 1.591 -2.725
Br 2.853 0.879 -3.207
C 0.668 2.683 -3.424
H -1.834 4.577 -3.197
H -2.172 2.967 -1.588
H -1.106 0.994 -0.508
H 1.218 3.140 -4.231
Se 4.664 4.160 1.922
Sb 2.433 4.180 2.732
Se 0.775 5.262 1.173
Se 1.889 4.402 5.039
Se 0.774 2.803 1.409


(two)
46
Properties=species:S:1:pos:R:3 method="wB97M-V/def2-TZVPD" charge=-2 homo_lumo_gap_ha=0.199 multiplicity=1
Na -0.070 0.436 -0.648
O -0.990 0.614 -2.704
C -1.255 -0.208 -3.634
C -2.113 0.171 -4.720
C -2.429 -0.674 -5.758
C -1.919 -1.978 -5.802
C -1.092 -2.384 -4.770
C -0.739 -1.559 -3.696
C 0.142 -2.142 -2.688
N 0.609 -1.548 -1.655
N 1.418 -2.339 -0.854
C 1.734 -1.754 0.282
O 1.384 -0.611 0.718
C 2.617 -2.590 1.177
C 3.148 -2.019 2.329
C 3.929 -2.762 3.204
C 4.201 -4.094 2.925
C 3.691 -4.669 1.766
C 2.906 -3.924 0.899
H -2.508 1.181 -4.687
H -3.083 -0.319 -6.550
H -2.164 -2.650 -6.615
H -0.686 -3.393 -4.781
H 0.415 -3.192 -2.852
H 2.938 -0.974 2.519
H 4.304 -2.307 4.113
H 4.799 -4.682 3.611
H 3.900 -5.710 1.542
H 2.493 -4.358 -0.001
O -1.880 3.572 4.492
C -1.495 3.217 3.243
C -0.199 2.813 2.961
C 0.085 2.355 1.692
N -0.813 2.328 0.696
C -2.016 2.785 0.980
Br -3.275 2.753 -0.450
C -2.432 3.239 2.215
H -1.337 3.056 5.114
H 0.559 2.783 3.736
H 1.065 1.947 1.470
H -3.450 3.549 2.395
Se 2.652 -1.531 7.037
Sb 1.727 0.204 5.699
Se 2.758 2.354 5.510
Se -0.817 0.404 5.731
Se 0.277 -0.469 3.747


Relative to the most stable structure, the computed energies are (one) 63.7; (two) 0.0, all in kJ/mol.


(one)
14
Properties=species:S:1:pos:R:3 method="wB97M-V/def2-TZVPD" homo_lumo_gap_ha=0.347 multiplicity=1
N 1.655 -1.309 0.736
P 2.093 -0.260 -0.523
S 4.145 -0.097 -0.013
Cl 1.303 1.422 0.270
H 0.660 -1.509 0.674
H 2.182 -2.174 0.711
H 4.483 0.205 -1.266
C -2.725 0.996 -0.344
C -1.879 -0.089 0.224
O -1.091 -0.760 -0.384
H -3.767 0.814 -0.093
H -2.432 1.937 0.119
H -2.599 1.068 -1.422
H -2.028 -0.247 1.312


(two)
14
Properties=species:S:1:pos:R:3 method="wB97M-V/def2-TZVPD" homo_lumo_gap_ha=0.350 multiplicity=1
C -0.688 0.037 -1.570
N -0.305 0.078 -0.191
C 1.047 0.312 0.106
S 2.107 -1.191 -0.339
P -1.485 -0.462 0.913
O -1.452 0.750 2.035
Cl -0.631 -1.867 2.060
H -0.590 0.991 -1.946
H -0.058 -0.571 -2.208
H -1.818 -0.357 -1.701
H 1.274 0.562 1.066
H 1.504 1.155 -0.557
H 3.226 -0.964 0.322
H -2.132 1.528 2.009


Relative to the most stable structure, the computed energies are (one) 0.0; (two) 55.9, all in kJ/mol.


(one)
6
Properties=species:S:1:pos:R:3 method="wB97M-V/def2-TZVPD" homo_lumo_gap_ha=0.393 multiplicity=1
N -0.248 0.231 0.608
N 0.519 -0.107 -0.633
O 0.292 0.680 -1.517
O 1.391 -0.896 -0.446
F -0.477 -0.755 1.479
H -1.477 0.846 0.509


(two)
6
Properties=species:S:1:pos:R:3 method="wB97M-V/def2-TZVPD" homo_lumo_gap_ha="0.392 / 0.314" multiplicity=1
N 0.499 0.427 -0.110
N -2.864 0.793 -1.213
O -3.170 1.819 -1.607
O -2.028 -0.002 -0.948
F 0.378 1.768 -0.148
H 1.255 0.337 -0.821


Relative to the most stable structure, the computed energies are (one) 0.0; (two) 23.0, all in kJ/mol.